DFT (the ωB97M-V functional and the def2-TZVPD basis) results for C32H52N2O4SeV as an isolated structure.

Net charge   +1
Kohn-Sham gap (alpha / beta)   0.2360 / 0.2328 hartree
Energy relative to the best compared isomer or geometry (same formula, charge and spin)   0.081 eV
HOMO (alpha / beta)   -10.8 / -10.8 eV

```
92
C32H52N2O4SeV | the Open Molecules 2025 dataset | the ωB97M-V functional and the def2-TZVPD basis
V 1.4056 -1.7846 0.4619
C 3.9547 4.2860 -2.2102
C 2.6238 4.5666 -1.4979
C 2.8249 5.7409 -0.5403
C 1.5616 4.9619 -2.5337
C 2.1682 3.3019 -0.7720
C 1.9298 2.1396 -1.5040
C 1.5033 1.0060 -0.8483
Se 1.1633 -0.6300 -1.8059
C -0.7379 -0.7693 -1.6674
C -1.5556 -0.0691 -2.5388
C -2.9302 -0.1983 -2.4271
C -3.4061 -1.0396 -1.4222
C -2.6159 -1.7562 -0.5277
C -1.2246 -1.6340 -0.6828
O -0.3433 -2.3370 0.0580
C -3.3341 -2.6325 0.5127
C -4.4242 -1.8055 1.2153
C -3.9829 -3.8178 -0.2158
C -2.4364 -3.1901 1.6245
C -3.9140 0.5379 -3.3339
C -4.7838 -0.4856 -4.0768
C -4.8082 1.4457 -2.4780
C -3.1955 1.4036 -4.3686
C 1.3172 0.9762 0.5353
O 0.8508 -0.1920 1.0657
C 1.5555 2.1146 1.3016
C 1.9764 3.2502 0.6054
C 1.3868 2.1044 2.8224
C 1.7147 3.4653 3.4410
C -0.0661 1.7642 3.1875
C 2.3487 1.0757 3.4374
H 4.2929 5.1819 -2.7333
H 3.8603 3.4873 -2.9473
H 4.7260 3.9960 -1.4947
H 3.1431 6.6159 -1.1078
H 3.5977 5.5322 0.2020
H 1.9017 6.0039 -0.0199
H 1.8739 5.8644 -3.0615
H 0.6031 5.1626 -2.0515
H 1.4102 4.1788 -3.2782
H 2.0720 2.1184 -2.5768
H -1.1110 0.5737 -3.2860
H -4.4790 -1.1446 -1.3311
H -5.1945 -1.4552 0.5305
H -3.9915 -0.9346 1.7115
H -4.9185 -2.4191 1.9703
H -4.6918 -3.4790 -0.9722
H -4.5215 -4.4491 0.4938
H -3.2277 -4.4291 -0.7142
H -1.9211 -2.3851 2.1539
H -1.7030 -3.8974 1.2384
H -3.0667 -3.7155 2.3442
H -5.3576 -1.1069 -3.3877
H -4.1695 -1.1434 -4.6942
H -5.4929 0.0293 -4.7273
H -5.3830 0.8749 -1.7473
H -5.5162 1.9802 -3.1137
H -4.2105 2.1819 -1.9373
H -2.5597 0.8061 -5.0252
H -2.5838 2.1752 -3.8961
H -3.9330 1.9071 -4.9944
H 2.1681 4.1436 1.1773
H 1.0536 4.2498 3.0694
H 2.7484 3.7611 3.2541
H 1.5791 3.4053 4.5215
H -0.7474 2.5161 2.7859
H -0.1795 1.7544 4.2734
H -0.3734 0.7938 2.7991
H 3.3845 1.3202 3.1957
H 2.1507 0.0678 3.0714
H 2.2443 1.0723 4.5241
N 1.0805 -2.5538 2.4339
C 2.1333 -3.1676 3.2861
C 2.7040 -4.4618 2.7229
C 3.6517 -4.2925 1.5257
C 3.0453 -4.5538 0.1535
N 1.7315 -3.8873 -0.0442
H 0.7154 -1.7286 2.9092
H 0.2802 -3.1808 2.3514
H 1.7113 -3.3525 4.2755
H 2.9293 -2.4302 3.3992
H 1.8911 -5.1632 2.4976
H 3.2550 -4.9246 3.5424
H 4.4831 -4.9908 1.6280
H 4.1003 -3.2979 1.5496
H 2.9226 -5.6274 -0.0051
H 3.7201 -4.1782 -0.6144
H 0.9888 -4.4103 0.4127
H 1.4808 -3.9256 -1.0308
O 3.0207 -1.5224 0.2530
O 4.1522 -1.3452 -0.2824
```

Löwdin population analysis, charges in e, atoms 1 to 5: 0.89, -0.04, -0.56, -0.06, -0.04

***

DFT (the ωB97M-V functional and the def2-TZVPD basis) results for C32H53BBr12ClF17NNbO3P as an isolated structure.

Net charge   -1
Kohn-Sham gap   0.2053 hartree
HOMO   -4.1 eV

```
122
C32H53BBr12ClF17NNbO3P | the Open Molecules 2025 dataset | the ωB97M-V functional and the def2-TZVPD basis
C 1.6833 -3.0106 2.4362
C 0.5247 -3.5953 1.5058
C -0.8533 -3.9774 2.1987
C 0.7734 -3.7795 0.1226
C 1.4421 -2.6607 -0.8094
C 0.2430 -2.0959 -1.7385
C 0.5492 -0.6351 -2.3050
C -0.0254 -0.5803 -3.8256
C -0.0665 0.5504 -1.3929
C 0.0718 0.2892 0.1812
Nb -0.8905 1.8324 1.5463
O 0.8531 1.7711 2.7265
C -2.8570 1.8613 0.3787
C -3.8838 0.6885 0.8158
C -3.9206 -0.5409 -0.1880
F -2.8231 -1.3893 0.1826
F -3.7008 -0.2063 -1.5407
C -5.2217 -1.4575 -0.0896
F -5.0418 -2.5104 -1.0385
F -5.2151 -2.0720 1.1735
C -6.5960 -0.7446 -0.4791
F -6.4016 0.5557 -1.0161
F -7.2138 -1.4753 -1.5294
C -7.6398 -0.5786 0.7157
F -8.5793 0.3999 0.2819
F -7.0316 -0.0145 1.8585
C -8.5024 -1.8897 1.0321
F -7.8383 -3.0931 0.7260
F -9.6104 -1.8448 0.1405
C -9.1485 -1.9177 2.5045
F -10.3474 -2.6755 2.3734
F -9.5833 -0.6395 2.9292
C -8.2761 -2.6797 3.5965
F -6.9257 -2.2592 3.6355
F -8.2142 -4.0781 3.3690
C -8.8222 -2.5183 5.1093
F -10.1817 -2.2467 5.1875
F -8.0332 -1.5929 5.8247
F -8.6327 -3.7441 5.7919
B -0.0147 3.6294 0.4211
N -0.6428 4.2147 -0.8401
O 1.2040 4.3043 0.8517
P -1.9299 3.5151 3.2061
O -0.8184 3.6975 4.5239
Cl -2.0847 5.3551 2.1096
H 2.6395 -3.6146 2.2479
H 1.3444 -3.1362 3.5246
H 1.8473 -1.8987 2.2435
H -1.1001 -3.1348 2.9407
H -0.7650 -4.9513 2.8094
H -1.7125 -4.0689 1.4632
H 0.5097 -4.7740 -0.3829
H 2.2026 -3.1912 -1.4749
H 1.9253 -1.8575 -0.1732
H -0.6831 -2.1133 -1.0701
H 0.0629 -2.8667 -2.5575
H 1.6890 -0.5156 -2.4104
H -0.6896 -1.4853 -4.0107
H -0.6544 0.3521 -4.0129
H 0.8659 -0.5228 -4.5434
H 0.5418 1.4857 -1.6644
H -1.1359 0.6993 -1.7570
H -0.3422 -0.7324 0.5131
H 1.2026 0.3140 0.4048
H -1.5347 0.4633 2.5825
H 0.5763 1.2918 3.5339
H -3.3805 2.8451 0.6813
H -2.7086 1.9355 -0.7502
H -4.9070 1.1714 0.9798
H -3.5746 0.2757 1.8420
H -1.6674 4.1838 -0.7258
H -0.4388 3.5196 -1.5746
H 1.9053 3.6533 1.0465
H -0.1589 4.3677 4.2373
Br -0.0491 3.3318 -4.1749
C 0.7223 3.1611 -5.9553
C 2.1992 3.4644 -5.9433
Br 2.5266 5.3828 -5.8351
H 0.1526 3.8163 -6.6131
H 0.5466 2.1228 -6.2424
H 2.6638 3.1499 -6.8789
H 2.7273 3.0048 -5.1086
Br 5.2089 5.8969 -2.2760
C 6.2046 7.1270 -3.4122
C 5.7342 7.0535 -4.8431
Br 6.4192 5.4602 -5.7326
H 7.2604 6.8870 -3.2928
H 6.0118 8.1169 -2.9960
H 6.1274 7.8916 -5.4205
H 4.6497 7.0289 -4.9397
Br 7.5220 1.9979 -6.8710
C 8.8880 3.3799 -7.0236
C 10.2741 2.7907 -6.9489
Br 10.7498 2.3301 -5.1156
H 8.6882 4.1120 -6.2432
H 8.7189 3.8393 -7.9986
H 11.0199 3.5236 -7.2597
H 10.3915 1.8855 -7.5438
Br -2.0934 -2.1682 4.6670
C -3.7705 -3.1259 4.4153
C -4.0737 -4.0232 5.5881
Br -2.9875 -5.6416 5.5445
H -3.6905 -3.6627 3.4699
H -4.5296 -2.3476 4.3230
H -5.1062 -4.3739 5.5467
H -3.8950 -3.5468 6.5509
Br 12.3270 -2.7252 -3.9908
C 13.7816 -1.4926 -4.3940
C 13.2689 -0.2361 -5.0519
Br 12.8297 -0.5468 -6.9253
H 14.4997 -2.0375 -5.0055
H 14.2339 -1.2623 -3.4284
H 14.0425 0.5330 -5.0658
H 12.3745 0.1644 -4.5790
Br -0.7671 -3.3397 11.5402
C -2.0058 -2.9991 10.0741
C -1.8600 -4.0294 8.9825
Br -0.2748 -3.6956 7.9009
H -1.8226 -1.9811 9.7330
H -2.9985 -3.0542 10.5235
H -2.6962 -3.9703 8.2850
H -1.7789 -5.0483 9.3588
```

Löwdin population analysis, charges in e, atoms 1 to 5: -0.07, -0.30, -0.13, -0.11, -0.19